No. 1
Formula: C23H23N3O5
Source: the OMol25 dataset
Level of theory: the ωB97M-V functional and the def2-TZVPD basis

Calculated values
F_max: 4.40 eV Å⁻¹
2S+1: 1
E_LUMO: -1.36 eV
HOMO: -7.09 eV
energy relative to the best compared isomer or geometry (same formula, charge and spin): 659.8 kJ/mol

CARTESIAN COORDINATES (ANGSTROEM)
C1 -5.31362 0.79303 2.87796
C2 -4.04487 -0.03085 2.89531
O1 -2.88736 0.75836 2.97637
C3 -1.79465 -0.03737 2.81810
N1 -0.54677 0.56017 2.92568
N2 0.41941 -0.16729 3.06034
C4 1.66127 0.44525 3.14396
O2 1.75602 1.63301 2.92795
O3 2.73264 -0.32554 3.47455
C5 3.87244 0.49090 3.54216
C6 5.12551 -0.27477 3.90351
O4 -1.87493 -1.22467 2.59512
H1 -6.20400 0.17008 2.79094
H2 -5.40598 1.38252 3.78973
H3 -5.30949 1.48763 2.03820
H4 -4.00935 -0.71809 3.75346
H5 -3.94616 -0.64369 1.98680
H6 3.96106 0.98684 2.56434
H7 3.64664 1.27678 4.27806
H8 6.00636 0.36728 3.91608
H9 5.03000 -0.72914 4.88900
H10 5.30786 -1.07681 3.18909
C7 -0.72320 -5.18920 4.02239
C8 -1.80593 -4.36303 4.25417
C9 -1.72760 -3.38982 5.22516
C10 -0.57167 -3.22279 5.97101
C11 -0.54192 -2.11470 6.95219
C12 0.69688 -1.58997 7.32948
N3 0.84365 -0.52804 8.20877
C13 -0.16043 0.32407 8.53736
C14 0.01193 1.36987 9.44080
C15 1.25936 1.48908 10.10319
C16 1.43132 2.49813 11.06409
C17 0.41874 3.37792 11.32024
C18 -0.80060 3.28603 10.64123
C19 -1.01190 2.30172 9.72575
C20 2.29424 0.58337 9.75607
C21 2.08938 -0.35867 8.81181
O5 -1.61560 -1.67573 7.39166
C22 0.49735 -4.08922 5.76106
C23 0.41913 -5.06504 4.79108
H11 -0.77804 -5.94251 3.25269
H12 -2.71009 -4.46681 3.67388
H13 -2.55666 -2.73220 5.42740
H14 1.58546 -2.01348 6.90046
H15 -1.11896 0.16160 8.08753
H16 2.36721 2.56210 11.59600
H17 0.56141 4.14886 12.05623
H18 -1.57086 4.01083 10.83564
H19 -1.94518 2.23034 9.19507
H20 3.24064 0.64662 10.26587
H21 2.87114 -1.04569 8.53994
H22 1.37851 -4.01326 6.37459
H23 1.25180 -5.73087 4.63012

No. 2
Formula: C3H5NO4
Source: the OMol25 dataset
Level of theory: the ωB97M-V functional and the def2-TZVPD basis

Calculated values
F_max: 2.95 eV Å⁻¹
2S+1: 1
E_LUMO: 0.45 eV
HOMO: -10.21 eV
energy relative to the best compared isomer or geometry (same formula, charge and spin): 197.6 kJ/mol

CARTESIAN COORDINATES (ANGSTROEM)
C1 0.86843 -0.47953 -0.69412
C2 0.25867 1.49624 1.06772
C3 -0.43669 -1.19518 -0.56626
N1 -0.77965 1.68229 0.30965
O1 0.90743 -0.07489 0.65610
O2 -0.46088 -2.42395 -0.07768
O3 0.75375 1.89242 2.05832
O4 -1.52892 -0.59512 -0.71288
H1 0.43173 -2.72760 0.13443
H2 -1.28728 0.65221 -0.29987
H3 -1.24619 2.56759 0.46389
H4 1.70663 -1.14701 -0.93318
H5 0.81297 0.35252 -1.40612

No. 3
Formula: C18H26N2O4
Source: the OMol25 dataset
Level of theory: the ωB97M-V functional and the def2-TZVPD basis

Calculated values
SMILES: CCCCOc1ccc(C(=O)NCC(=O)NC[C@@H]2CCCO2)cc1
F_max: 0.62 eV Å⁻¹
2S+1: 1
E_LUMO: 0.74 eV
HOMO: -8.72 eV
energy relative to the best compared isomer or geometry (same formula, charge and spin): 30.3 kJ/mol

CARTESIAN COORDINATES (ANGSTROEM)
C1 2.85166 -0.03428 -8.20747
C2 1.64225 0.17053 -7.30266
C3 1.58359 -0.82281 -6.14324
C4 2.73540 -0.64186 -5.15108
O1 2.59763 -1.46723 -4.01007
C5 1.72881 -1.12969 -3.02752
C6 0.96208 0.03264 -2.97757
C7 0.13072 0.26128 -1.89927
C8 0.02008 -0.65499 -0.85831
C9 -0.89917 -0.32192 0.25779
O2 -1.20441 0.83267 0.52859
N1 -1.40574 -1.37077 0.94283
C10 -2.34597 -1.20753 2.03076
C11 -1.65766 -0.85759 3.36046
O3 -1.68330 -1.59964 4.32206
N2 -1.00937 0.31668 3.31386
C12 -0.45180 0.92057 4.49525
C13 -1.40462 1.99620 5.06709
C14 -1.01194 2.37495 6.50084
C15 -1.75850 1.32764 7.33848
C16 -2.82487 0.77218 6.37177
O4 -2.72441 1.51751 5.16952
C17 0.80003 -1.81050 -0.90416
C18 1.64046 -2.04078 -1.96944
H1 2.88389 -1.05807 -8.57286
H2 2.79594 0.63292 -9.06432
H3 3.77749 0.17289 -7.67740
H4 1.65308 1.18920 -6.90751
H5 0.73271 0.05763 -7.89638
H6 1.61105 -1.84399 -6.52827
H7 0.63787 -0.69807 -5.61071
H8 3.67731 -0.96441 -5.60087
H9 2.83378 0.41091 -4.85889
H10 1.00742 0.76826 -3.76466
H11 -0.45832 1.16469 -1.85005
H12 -1.09701 -2.30381 0.72906
H13 -3.02775 -0.38962 1.77614
H14 -2.91000 -2.13151 2.15971
H15 -1.11975 0.88987 2.48251
H16 -0.31454 0.12139 5.22686
H17 0.51389 1.37553 4.26020
H18 -1.43595 2.85054 4.38364
H19 -1.37478 3.37729 6.72703
H20 0.06499 2.34800 6.65106
H21 -1.08897 0.53347 7.66480
H22 -2.21351 1.77336 8.22069
H23 -3.84398 0.90199 6.74165
H24 -2.65647 -0.29127 6.16377
H25 0.78501 -2.52459 -0.09330
H26 2.25563 -2.92585 -2.01043